# 1
Here is a molecular structure, C24H20ClI2N5ORuS at a distorted geometry from OMol25. Energies are from ωB97M-V with the def2-TZVPD basis set.

XYZ file:
```
55
Properties=species:S:1:pos:R:3:forces:R:3:lowdin_charge:R:1
Ru 0.8727 0.0895 -0.3842 -5.7 2.9 -5.2 1.163
C 2.6130 2.3957 1.2553 0.2 0.1 -0.1 -0.047
C 1.8037 1.1252 1.2871 -1.4 3.4 -1.1 -0.392
N 2.2225 -0.0311 0.8859 6.5 -2.2 0.7 -0.262
N 3.4384 0.0102 0.1924 2.0 0.0 -0.7 0.001
C 3.4721 -0.2341 -1.0967 -0.7 0.3 1.5 -0.853
N 4.6630 -0.2355 -1.7516 1.5 -0.2 -0.1 0.010
S 2.1807 -0.6541 -2.1703 2.5 0.6 1.2 0.817
C 0.4176 1.2038 1.7744 0.4 1.6 2.7 -0.277
C 0.1177 1.6920 3.0388 -0.7 -0.3 -0.6 -0.012
C -1.2198 1.7065 3.4269 -0.3 0.1 0.4 -0.085
C -2.1921 1.2403 2.5443 0.7 -0.1 -0.2 -0.056
C -1.7879 0.7735 1.3024 -1.0 0.8 -0.2 -0.127
N -0.5055 0.7484 0.8982 -0.7 1.8 5.3 -0.155
H 2.9159 2.6213 0.2294 0.2 0.0 0.2 0.070
H 3.5043 2.2693 1.8775 0.1 0.1 -0.2 0.077
H 2.0421 3.2465 1.6373 0.0 -0.2 0.0 0.071
H 5.3813 -0.6036 -1.1484 0.5 0.0 -0.1 0.076
H 4.5175 -0.7716 -2.5997 0.7 0.1 0.1 0.040
H 0.9011 2.0235 3.7089 0.1 0.0 -0.1 0.116
H -1.5014 2.0658 4.4117 0.0 0.0 -0.1 0.094
H -3.2410 1.2316 2.8171 0.1 0.0 -0.1 0.102
H -2.5014 0.3933 0.5773 0.0 -0.1 0.1 0.108
I -1.1411 -3.4548 -3.8711 0.2 0.9 0.3 0.820
C -1.0833 -1.3176 -3.7711 0.1 -0.6 0.0 -0.578
C -1.7004 -0.6636 -4.8396 0.3 0.7 0.4 -0.258
C -1.7182 0.7236 -4.8704 -0.2 -0.6 -0.4 -0.662
I -2.6815 1.5919 -6.5383 0.2 0.1 0.3 0.827
C -1.1199 1.4726 -3.8343 -0.1 0.4 -0.2 -0.199
C -1.0917 2.8887 -3.7855 0.3 0.6 0.5 -0.036
C -0.4835 3.5569 -2.7324 -0.9 -0.5 -1.3 -0.054
C 0.0872 2.7922 -1.7442 0.7 -1.5 1.3 -0.097
N 0.0849 1.4488 -1.7483 1.0 1.7 -0.4 -0.030
C -0.4991 0.7759 -2.7594 -0.4 1.1 -1.0 -0.196
C -0.4608 -0.6356 -2.6931 -1.1 -1.8 -1.0 -0.514
O 0.1068 -1.2318 -1.7103 -3.3 -1.3 -2.2 -0.460
H -2.1591 -1.2429 -5.6337 0.1 0.1 0.1 0.062
H -1.5432 3.4889 -4.5673 0.0 -0.3 -0.1 0.062
H -0.4572 4.6375 -2.6869 0.0 -0.1 0.0 0.105
H 0.5810 3.2408 -0.8893 0.0 0.0 0.0 0.109
Cl -2.6596 -2.8338 0.3505 0.0 0.2 -0.4 0.660
C -1.7399 -2.9970 1.8079 -0.7 -0.8 1.4 -0.626
C -2.2178 -3.8955 2.7693 0.3 0.4 -0.1 -0.147
C -1.5217 -4.0840 3.9626 -0.3 -0.3 0.1 -0.153
C -0.3481 -3.3736 4.1980 0.4 0.7 -0.6 -0.125
C 0.1325 -2.4781 3.2383 -0.2 -1.1 1.7 -0.064
C -0.5540 -2.2773 2.0328 1.5 2.2 -2.5 -0.286
C 0.0358 -1.3595 1.0648 -0.6 -3.7 0.2 -0.164
H -3.1318 -4.4557 2.5895 0.1 0.1 -0.1 0.087
H -1.8943 -4.7847 4.7053 0.0 0.1 -0.1 0.079
H 0.1979 -3.5173 5.1275 0.0 0.0 -0.1 0.086
H 1.0549 -1.9373 3.4439 -0.2 0.0 -0.2 0.106
H -0.3708 -1.2415 0.0416 -1.3 -2.6 1.5 -0.011
H 1.1380 -1.2346 1.0120 -1.0 -1.9 1.4 0.038
H -0.9550 0.0895 -0.3842 0.2 -0.5 -2.0 0.145
```
Positions in Å, forces in eV/Å.

Its expectation value of S² is 0.8239. As for the net charge: -1. As for the spin multiplicity: 2. The calculation puts the LUMO energy (spin up / spin down) at 2.03 / 2.02 eV. Its orbital gap (spin up / spin down) is 0.15235 / 0.15876 Eh. The calculation puts the HOMO energy (spin up / spin down) at -2.119 / -2.305 eV.

***

# 2
Here is a molecular structure, C24H20ClNPSeTi at a distorted geometry from OMol25. Energies are from ωB97M-V with the def2-TZVPD basis set.

XYZ file:
```
49
Properties=species:S:1:pos:R:3:forces:R:3:lowdin_charge:R:1
C -0.5958 -2.0130 2.2131 0.0 -0.3 -1.1 -0.116
C -0.5361 -1.7685 0.7861 -0.4 -1.5 0.9 -0.142
C 0.8199 -1.9821 0.3623 0.0 -1.7 0.4 -0.164
H -1.3802 -1.6153 0.1007 0.5 0.3 0.5 0.139
C 1.5729 -2.4266 1.5046 -0.7 0.1 -0.4 -0.110
C 0.7449 -2.2479 2.6683 -0.3 -1.3 -0.9 -0.167
H 1.0595 -2.3728 3.6969 -0.1 -0.2 -0.1 0.136
H -1.4889 -2.0661 2.8385 0.4 0.6 -0.3 0.140
H 1.1471 -1.9824 -0.6862 0.0 0.2 0.6 0.114
H 2.5393 -2.9382 1.4820 -0.1 1.0 0.1 0.143
Ti 0.7510 -0.2817 1.7675 0.5 2.5 -0.3 0.720
Cl 2.6913 0.6256 1.4042 0.1 0.1 0.1 0.194
P 0.0335 0.4007 -3.1340 0.3 -0.5 3.3 1.091
C 1.2267 -0.8017 -3.7049 0.2 -0.7 -0.5 -0.387
C 0.9452 -1.5143 -4.8888 0.5 0.2 0.4 -0.096
H -0.0404 -1.4189 -5.3422 0.3 0.1 -0.1 0.108
C 1.9255 -2.3227 -5.4511 0.1 -0.3 0.0 -0.073
H 1.7197 -2.8459 -6.3860 0.1 0.1 0.2 0.113
C 3.1624 -2.4781 -4.8193 -0.1 0.1 0.3 -0.068
H 3.9373 -3.0905 -5.2772 -0.2 0.1 0.1 0.109
C 3.3990 -1.8884 -3.5671 -0.1 -0.1 -0.1 -0.081
H 4.3374 -2.0703 -3.0320 -0.4 0.0 -0.3 0.111
C 2.4324 -1.0721 -2.9878 -0.8 0.3 -0.6 -0.108
H 2.5832 -0.6396 -1.9914 0.0 0.1 -0.5 0.087
C -1.6904 -0.0887 -3.2595 -0.6 -0.1 -0.1 -0.377
C -2.0677 -1.4592 -3.2654 0.0 0.6 -0.2 -0.122
H -1.3272 -2.2326 -3.0357 -0.2 0.3 -0.3 0.102
C -3.3891 -1.8055 -3.5638 0.1 0.3 0.0 -0.089
H -3.6947 -2.8552 -3.5153 0.1 0.4 -0.2 0.109
C -4.3118 -0.8093 -3.9167 0.1 -0.1 0.2 -0.086
H -5.3025 -1.0895 -4.2701 0.2 0.1 0.1 0.105
C -3.9904 0.5414 -3.7282 0.1 -0.3 0.3 -0.080
H -4.7388 1.3192 -3.9130 0.3 -0.3 0.2 0.113
C -2.7195 0.8890 -3.2756 0.4 -0.2 -0.4 -0.094
H -2.4992 1.9060 -2.9388 0.0 -0.2 -0.6 0.105
C 0.4574 2.1244 -3.3374 0.3 0.8 -0.5 -0.384
C 0.8334 2.5981 -4.6141 -0.4 0.1 0.6 -0.080
H 1.0190 1.8818 -5.4151 -0.3 0.2 0.1 0.110
C 0.9464 3.9665 -4.8295 0.3 0.3 0.0 -0.075
H 1.1692 4.3457 -5.8299 0.0 -0.1 0.3 0.112
C 0.7767 4.8665 -3.7733 -0.1 -0.3 0.3 -0.066
H 0.8611 5.9381 -3.9510 0.0 -0.3 0.0 0.110
C 0.5259 4.3975 -2.4739 0.1 0.1 -0.3 -0.080
H 0.4246 5.1014 -1.6429 0.1 -0.2 -0.3 0.110
C 0.4019 3.0328 -2.2415 -0.3 -0.6 -0.7 -0.098
H 0.2579 2.6529 -1.2269 -0.1 0.1 -0.4 0.088
Se -2.6568 3.0317 2.2695 0.6 -0.9 0.0 0.821
C -1.5528 1.7157 2.1211 0.2 0.3 -0.2 -0.843
N -0.7195 0.8423 1.9806 -0.7 1.0 0.4 -0.106
```
Positions in Å, forces in eV/Å.

As for the net charge: +1. The calculation puts the LUMO energy (spin up / spin down) at -5.29 / -5.82 eV. Its orbital gap (spin up / spin down) is 0.15545 / 0.12176 Eh. Its energy relative to the best compared isomer or geometry (same formula, charge and spin) is 0.0 kcal/mol. The calculation puts the HOMO energy (spin up / spin down) at -9.520 / -9.136 eV.

***

# 3
Here is C24H20F3NO2S in the gas phase at a distorted geometry from OMol25. Energies are from ωB97M-V with the def2-TZVPD basis set.

XYZ file:
```
51
Properties=species:S:1:pos:R:3:forces:R:3:lowdin_charge:R:1
C 4.7166 -0.1428 0.8726 0.0 0.1 0.0 -0.009
N 3.3075 -0.4571 0.9246 -0.4 0.1 0.1 -0.085
C 2.3027 0.4493 0.7007 -0.7 -1.8 2.8 -0.081
C 1.0599 -0.1873 0.8514 1.7 0.5 0.3 -0.127
C -0.2288 0.5103 0.6266 -0.7 -0.9 1.7 -0.201
C -1.4562 -0.4347 0.6615 0.4 0.6 -0.3 -0.205
C -1.6188 -1.4754 -0.2518 -0.4 -0.2 0.1 -0.041
C -2.7087 -2.3534 -0.1145 0.3 0.4 0.1 -0.062
C -3.6333 -2.1575 0.9227 0.1 0.0 -0.2 -0.087
C -3.5139 -1.0576 1.7745 0.2 0.0 0.0 -0.076
C -2.4126 -0.2087 1.6531 -0.1 -0.4 -0.3 -0.042
C -0.2196 1.5313 -0.4876 0.0 1.7 -1.6 -0.196
C -1.4817 1.6449 -1.3465 -0.1 -0.1 0.0 -0.223
C -2.5700 2.3251 -0.8016 0.1 0.4 -0.2 -0.036
C -3.6781 2.6482 -1.5884 0.1 -0.1 0.0 -0.072
C -3.7054 2.2645 -2.9356 0.1 -0.2 0.2 -0.081
C -2.6992 1.4268 -3.4345 0.1 0.1 0.5 -0.057
C -1.5999 1.1004 -2.6284 -0.7 -0.2 -0.2 -0.058
S 1.2339 1.7176 -1.6553 0.8 -1.9 -0.9 0.861
O 0.7969 1.9224 -3.0123 0.6 0.4 0.7 -0.275
O 2.2389 0.6964 -1.3858 -0.8 1.5 -2.4 -0.286
C 2.0749 3.3556 -1.2159 0.0 0.6 0.3 -0.603
F 3.3647 3.2982 -1.5861 -1.0 0.0 0.2 0.143
F 2.0241 3.5934 0.1250 0.1 -0.1 -0.9 0.100
F 1.4618 4.3692 -1.8512 0.5 -0.7 0.5 0.140
C 1.3245 -1.5298 1.2825 1.0 -0.1 -0.2 -0.099
C 0.5579 -2.5965 1.7682 0.2 -0.4 -0.1 -0.026
C 1.1924 -3.8028 2.0867 -0.1 0.4 0.0 -0.097
C 2.5922 -3.9385 2.0277 0.1 0.4 -0.2 -0.102
C 3.3923 -2.8589 1.6274 -0.3 -0.4 0.1 -0.027
C 2.7535 -1.6878 1.2473 -0.7 0.4 0.3 -0.161
H 5.2820 -1.0757 0.8188 0.0 0.3 -0.1 0.082
H 4.9185 0.4615 -0.0182 0.1 -0.2 0.1 0.094
H 5.0390 0.4230 1.7587 -0.1 -0.2 -0.1 0.097
H 2.5670 1.4986 0.6845 -0.1 -0.3 -0.1 0.124
H -0.3673 1.1288 1.5317 -0.2 -0.1 -0.3 0.146
H -0.8709 -1.6133 -1.0400 -0.3 -0.1 0.3 0.133
H -2.8225 -3.1789 -0.8233 0.0 0.3 0.4 0.107
H -4.4540 -2.8628 1.0609 0.2 0.2 -0.1 0.101
H -4.2669 -0.8378 2.5343 0.2 -0.3 -0.2 0.105
H -2.2796 0.6301 2.3344 -0.1 -0.2 -0.1 0.114
H -0.0618 2.4971 0.0129 -0.4 0.0 -0.1 0.124
H -2.5089 2.6325 0.2459 -0.1 0.1 -0.3 0.122
H -4.5073 3.2026 -1.1364 0.3 -0.2 -0.3 0.106
H -4.5197 2.5952 -3.5830 0.2 -0.2 0.2 0.103
H -2.7557 1.0164 -4.4461 0.0 0.2 0.3 0.110
H -0.8596 0.4066 -3.0234 -0.2 0.3 0.1 0.114
H -0.5134 -2.4600 1.9031 0.3 -0.3 -0.1 0.099
H 0.5799 -4.6514 2.4002 0.2 0.3 0.0 0.097
H 3.0535 -4.8851 2.3117 -0.1 0.3 -0.1 0.095
H 4.4793 -2.8922 1.6166 -0.2 -0.3 0.1 0.097
```
Positions in Å, forces in eV/Å.

The calculation puts the LUMO energy at 0.49 eV. Its orbital gap is 0.27905 Eh. Its energy relative to the best compared isomer or geometry (same formula, charge and spin) is 0.0 kcal/mol. As for the SMILES: Cn1cc([C@H](c2ccccc2)[C@H](c2ccccc2)S(=O)(=O)C(F)(F)F)c2ccccc21. The calculation puts the HOMO energy at -7.107 eV.

***

# 4
Here is a molecular structure, C24H20F6IO3P2STi from OMol25. Energies are from ωB97M-V with the def2-TZVPD basis set.

XYZ file:
```
58
Properties=species:S:1:pos:R:3:forces:R:3:lowdin_charge:R:1
Ti -0.2905 0.1172 -0.2630 -0.1 -0.1 0.0 0.589
C 0.2194 -2.8032 2.3889 0.0 0.0 0.0 -0.065
C -0.0110 -1.7207 3.2332 0.0 0.0 0.0 -0.079
C -1.0047 -0.8056 2.9347 0.0 0.0 0.0 -0.077
C -1.7898 -0.9745 1.7929 0.0 0.0 0.0 -0.129
C -1.5558 -2.0600 0.9483 0.0 0.0 0.0 -0.167
C -0.5398 -2.9684 1.2451 0.0 0.0 0.0 -0.097
H 1.0104 -3.5050 2.6181 0.0 0.0 0.0 0.114
H 0.6048 -1.5810 4.1112 0.0 0.0 0.0 0.113
H -1.1726 0.0469 3.5792 0.0 0.0 0.0 0.121
H -2.6072 -0.2953 1.5889 0.0 0.0 0.0 0.096
H -2.1824 -2.2142 0.0792 0.0 0.0 0.0 0.096
H -0.3462 -3.7917 0.5711 0.0 0.0 0.0 0.108
O 1.6284 -0.5910 0.4210 0.0 0.0 0.0 -0.440
S 1.8864 0.5709 1.3074 0.0 0.0 0.0 0.530
O 2.4084 0.2984 2.6035 0.0 0.0 0.0 -0.241
O 0.5676 1.2875 1.2699 0.0 0.0 0.0 -0.416
C 3.0304 1.6214 0.4604 0.0 0.0 0.0 -0.252
C 4.2326 1.9004 1.0940 0.0 0.0 0.0 -0.039
C 5.1499 2.7363 0.4779 0.0 0.0 0.0 -0.051
C 4.8519 3.3005 -0.7533 0.0 0.0 0.0 -0.050
C 3.6435 3.0232 -1.3732 0.0 0.0 0.0 -0.074
C 2.7178 2.1664 -0.7849 0.0 0.0 0.0 -0.299
P 1.1013 1.8986 -1.6136 0.0 0.0 0.0 1.079
C 0.4972 3.6182 -1.6545 0.0 0.0 0.0 -0.339
C 0.0276 4.1650 -0.4601 0.0 0.0 0.0 -0.086
C -0.4068 5.4792 -0.4218 0.0 0.0 0.0 -0.062
C -0.3776 6.2572 -1.5714 0.0 0.0 0.0 -0.075
C 0.0973 5.7201 -2.7573 0.0 0.0 0.0 -0.071
C 0.5379 4.4045 -2.8012 0.0 0.0 0.0 -0.081
C 1.5170 1.4636 -3.3230 0.0 0.0 0.0 -0.419
C 0.4946 1.5167 -4.2717 0.0 0.0 0.0 -0.133
C 0.7232 1.0769 -5.5641 0.0 0.0 0.0 -0.068
C 1.9640 0.5622 -5.9156 0.0 0.0 0.0 -0.074
C 2.9746 0.4868 -4.9704 0.0 0.0 0.0 -0.071
C 2.7534 0.9340 -3.6752 0.0 0.0 0.0 -0.096
H 4.4320 1.4654 2.0630 0.0 0.0 0.0 0.115
H 6.0898 2.9554 0.9661 0.0 0.0 0.0 0.112
H 5.5581 3.9662 -1.2319 0.0 0.0 0.0 0.112
H 3.4114 3.4813 -2.3269 0.0 0.0 0.0 0.117
H -0.0028 3.5628 0.4385 0.0 0.0 0.0 0.095
H -0.7782 5.8926 0.5065 0.0 0.0 0.0 0.109
H -0.7272 7.2810 -1.5419 0.0 0.0 0.0 0.105
H 0.1249 6.3231 -3.6556 0.0 0.0 0.0 0.105
H 0.9075 3.9974 -3.7325 0.0 0.0 0.0 0.100
H -0.4858 1.8827 -3.9940 0.0 0.0 0.0 0.102
H -0.0752 1.1207 -6.2930 0.0 0.0 0.0 0.110
H 2.1378 0.2093 -6.9237 0.0 0.0 0.0 0.105
H 3.9375 0.0698 -5.2347 0.0 0.0 0.0 0.107
H 3.5432 0.8470 -2.9410 0.0 0.0 0.0 0.107
I 0.1131 -1.6192 -2.2480 0.0 0.0 0.0 0.445
F -1.6491 1.7343 0.0785 0.0 0.0 0.0 -0.264
P -3.0102 1.5648 -0.9735 0.0 0.0 0.0 0.212
F -4.1861 1.2420 -1.9613 0.0 0.0 0.0 -0.075
F -2.0310 1.9783 -2.1747 0.0 0.0 0.0 -0.137
F -2.3906 0.0044 -1.1166 0.0 0.0 0.0 -0.285
F -3.8408 1.0743 0.2938 0.0 0.0 0.0 -0.111
F -3.3933 3.0689 -0.7150 0.0 0.0 0.0 -0.081
```
Positions in Å, forces in eV/Å.

Its expectation value of S² is 0.7554. As for the spin multiplicity: 2. The calculation puts the LUMO energy (spin up / spin down) at -0.88 / -0.50 eV. Its orbital gap (spin up / spin down) is 0.29053 / 0.30562 Eh. Its energy relative to the best compared isomer or geometry (same formula, charge and spin) is 0.0 kcal/mol. The calculation puts the HOMO energy (spin up / spin down) at -8.788 / -8.816 eV.